Molecular formula: C7H12
Method: DFT, ωB97M-V with the def2-TZVPD basis set

Last column: Mulliken charge in e.
Atoms and positions in Å:
1 C -0.692 0.149 0.217  -0.6203
2 H 0.111 -1.800 -0.239  0.2811
3 H -2.772 1.988 -0.178  0.3145
4 H 4.862 -0.822 -0.071  0.2355
5 C 4.131 -0.043 0.133  -0.7300
6 H -3.962 0.843 -0.814  0.3624
7 H -1.681 0.292 -1.698  0.3060
8 C 1.652 -0.646 0.695  -0.3980
9 C -3.075 0.935 -0.178  -1.2320
10 H -3.371 0.677 0.847  0.3121
11 C -1.939 0.035 -0.661  -0.3254
12 H -2.280 -1.009 -0.680  0.3044
13 H -0.962 -0.092 1.256  0.3216
14 H -0.345 1.191 0.226  0.2883
15 H 4.488 0.985 0.150  0.2386
16 C 2.880 -0.336 0.373  0.1046
17 C 0.462 -0.758 -0.228  -0.4366
18 H 1.466 -0.829 1.755  0.3230
19 H 0.759 -0.514 -1.255  0.3502

Calculated values
LUMO = 1.1 eV
SMILES string = C=C=CCCCC
orbital gap = 10.51 eV
energy above the lowest of the compared OMol25 structures with the same formula, charge and spin = 31.9 kcal/mol
HOMO = -9.4011 eV


Molecular formula: C7H12
Method: DFT, ωB97M-V with the def2-TZVPD basis set

Last column: Mulliken charge in e.
Atoms and positions in Å:
1 H 1.202 -1.877 1.783  0.2885
2 H -1.617 -1.170 0.425  0.2898
3 H -0.606 0.369 -1.952  0.3765
4 C -1.648 -0.487 -0.424  -0.0719
5 H -3.635 0.006 0.192  0.3386
6 H -2.582 1.454 -0.164  0.2762
7 C -0.525 -0.310 -1.108  -0.1600
8 H -3.325 0.489 -1.398  0.3030
9 C 1.915 1.157 0.330  -1.2694
10 H 1.748 -0.308 2.610  0.3425
11 H 2.969 1.244 0.067  0.2798
12 H 1.355 1.596 -0.508  0.3275
13 C 1.407 -0.250 0.533  0.9402
14 H 1.457 -0.547 -1.517  0.3352
15 H 1.707 1.842 1.153  0.3765
16 C 1.321 -0.798 1.747  -1.0294
17 H 0.891 -1.964 -0.661  0.4565
18 C -2.837 0.433 -0.413  -1.1480
19 C 0.801 -0.877 -0.695  -1.2520

Calculated values
LUMO = 1.1 eV
SMILES string = C=C(C)C/C=C/C
orbital gap = 10.22 eV
energy above the lowest of the compared OMol25 structures with the same formula, charge and spin = 36.5 kcal/mol
HOMO = -9.1305 eV


Molecular formula: C7H12
Method: DFT, ωB97M-V with the def2-TZVPD basis set

Last column: Mulliken charge in e.
Atoms and positions in Å:
1 H 1.141 2.209 -0.502  0.1694
2 C 0.718 2.592 0.456  -0.5431
3 H -2.355 1.156 -0.599  0.3482
4 C 2.208 -0.741 -0.116  -0.8923
5 C -1.231 -0.613 -0.023  0.3555
6 H -0.920 1.538 0.350  0.0480
7 H -0.312 -1.610 -1.791  0.2672
8 H 2.753 -0.524 -1.032  0.2664
9 H -0.248 -2.138 1.272  0.2669
10 H -0.031 -0.483 1.890  0.2918
11 H -2.082 -1.295 -0.123  0.4240
12 H -0.106 0.157 -1.829  0.2876
13 C 0.889 -0.877 -0.112  0.3382
14 H -2.329 0.849 1.151  0.3475
15 C -0.143 -1.086 0.981  -0.7162
16 C -0.187 -0.715 -1.170  -0.7157
17 C -1.738 0.796 0.231  -0.9818
18 H 2.790 -0.837 0.798  0.2681
19 H 1.210 1.906 1.184  0.1703

Calculated values
LUMO (spin up / spin down) = -0.7 / -0.7 eV
orbital gap (spin up / spin down) = 8.37 / 8.35 eV
energy above the lowest of the compared OMol25 structures with the same formula, charge and spin = 134.1 kcal/mol
HOMO (spin up / spin down) = -9.1203 / -9.0949 eV


Molecular formula: C7H12
Method: DFT, ωB97M-V with the def2-TZVPD basis set

Last column: Mulliken charge in e.
Atoms and positions in Å:
1 C 1.684 -0.370 -0.114  -0.2306
2 H -3.138 1.725 -0.055  0.3152
3 C -2.100 -0.053 -0.764  -0.3578
4 C 3.994 -0.203 1.214  -1.3397
5 H -4.218 0.405 -0.531  0.3584
6 H 0.157 -1.570 -0.897  0.2893
7 H 0.500 -0.127 -1.840  0.3041
8 H 4.758 0.307 0.616  0.2945
9 H 3.872 0.351 2.150  0.2931
10 H 4.369 -1.202 1.460  0.2914
11 H -0.548 1.306 -0.105  0.3022
12 C 0.402 -0.503 -0.813  -0.9104
13 C -3.261 0.636 -0.050  -1.2583
14 H -0.779 -0.085 0.946  0.3334
15 H -3.325 0.314 0.996  0.3142
16 H -2.069 0.268 -1.814  0.3021
17 C -0.750 0.227 -0.107  -0.5446
18 C 2.726 -0.288 0.487  0.9364
19 H -2.273 -1.138 -0.779  0.3072

Calculated values
LUMO = 1.1 eV
SMILES string = CC#CCCCC
orbital gap = 10.43 eV
energy above the lowest of the compared OMol25 structures with the same formula, charge and spin = 28.9 kcal/mol
HOMO = -9.3416 eV


Molecular formula: C7H12
Method: DFT, ωB97M-V with the def2-TZVPD basis set

Last column: Mulliken charge in e.
Atoms and positions in Å:
1 H 2.716 1.088 1.016  0.3760
2 H -3.441 0.024 -0.288  0.2825
3 C 2.289 0.626 0.131  -1.3004
4 H -1.021 0.275 -1.970  0.2896
5 C -1.511 0.692 -0.101  0.0914
6 H 2.394 -1.034 2.078  0.2835
7 C -2.968 0.996 -0.169  -1.1469
8 C 1.567 -1.286 1.417  -1.0744
9 H -1.019 0.889 0.878  0.2844
10 C 0.331 -1.007 -0.689  -0.6923
11 H 0.953 -2.100 1.761  0.2812
12 H 3.147 0.384 -0.514  0.3282
13 C 1.409 -0.574 0.287  0.8907
14 H 0.813 -1.457 -1.568  0.3667
15 C -0.713 0.031 -0.943  -0.4480
16 H 1.793 1.298 -0.588  0.3126
17 H -0.125 -1.912 -0.262  0.2471
18 H -3.232 1.487 -1.115  0.3083
19 H -3.384 1.581 0.638  0.3197

Calculated values
LUMO = 1.1 eV
SMILES string = C=C(C)C/C=C/C
orbital gap = 9.70 eV
energy above the lowest of the compared OMol25 structures with the same formula, charge and spin = 51.7 kcal/mol
HOMO = -8.5975 eV


Molecular formula: C7H12
Method: DFT, ωB97M-V with the def2-TZVPD basis set

Last column: Mulliken charge in e.
Atoms and positions in Å:
1 H -0.405 -1.526 -1.620  0.5405
2 H 0.220 -0.266 -2.407  0.4325
3 C 0.687 -0.118 -0.289  0.6338
4 H -0.315 -2.221 2.085  0.3051
5 C 0.692 -0.867 0.837  -0.5399
6 H -0.695 -2.316 0.226  0.2984
7 H -1.541 1.068 -0.697  0.3032
8 H 0.940 1.385 2.141  0.3337
9 H -2.521 -0.541 -0.942  0.2391
10 H 1.452 3.001 1.102  0.2242
11 C -0.273 -0.499 -1.468  -1.0034
12 H -2.057 0.342 -2.373  0.3059
13 H 1.436 -0.785 1.608  0.7161
14 C 1.050 1.938 1.213  -0.8258
15 H -1.508 -1.310 1.410  0.2458
16 C -1.698 0.153 -1.327  -0.8798
17 H 0.623 1.979 -0.854  0.4337
18 C 0.780 1.295 -0.032  -0.6321
19 C -0.509 -1.703 1.119  -1.1307

Calculated values
LUMO = 0.3 eV
SMILES string = C=C/C(=C/C)CC
orbital gap = 8.08 eV
energy above the lowest of the compared OMol25 structures with the same formula, charge and spin = 79.0 kcal/mol
HOMO = -7.7716 eV


Molecular formula: C7H12
Method: DFT, ωB97M-V with the def2-TZVPD basis set

Last column: Mulliken charge in e.
Atoms and positions in Å:
1 H -1.480 -1.966 0.442  0.3621
2 H 0.433 -0.910 2.083  0.3223
3 H -1.242 -0.363 2.236  0.3767
4 C -0.827 -1.100 0.293  -0.2616
5 C -0.377 -0.393 1.561  -0.7025
6 H 1.737 0.124 -0.544  0.2913
7 C -0.711 1.330 -0.151  -0.7362
8 H -1.648 1.878 0.044  0.3731
9 H -0.231 1.756 1.958  0.3979
10 C 0.001 -1.100 -0.969  0.0752
11 C -1.065 -0.017 -0.760  -0.2698
12 H 2.112 -1.595 -0.746  0.3114
13 H -0.135 1.990 -0.817  0.2804
14 C 0.021 1.042 1.167  -0.7665
15 H -0.275 -1.940 -1.621  0.3937
16 H -1.934 0.071 -1.397  0.3586
17 H 1.728 -0.592 -2.152  0.3508
18 H 1.099 1.113 1.011  0.2402
19 C 1.475 -0.777 -1.100  -1.3972

Calculated values
LUMO = 1.2 eV
SMILES string = C[C@H]1[C@H]2CCC[C@@H]12
orbital gap = 10.77 eV
energy above the lowest of the compared OMol25 structures with the same formula, charge and spin = 13.1 kcal/mol
HOMO = -9.6137 eV


Molecular formula: C7H12
Method: DFT, ωB97M-V with the def2-TZVPD basis set

Last column: Mulliken charge in e.
Atoms and positions in Å:
1 H 0.225 -0.569 1.902  0.3237
2 H -0.574 -2.762 -0.979  0.3294
3 H 1.400 2.543 -0.093  0.2703
4 C -0.482 0.157 -1.062  -0.7614
5 H 1.568 1.829 1.534  0.2672
6 C -1.054 1.968 0.811  -0.8472
7 H 0.896 -2.343 -1.893  0.3656
8 H -1.225 -1.211 1.082  0.2984
9 H -1.425 -0.284 -1.430  0.2960
10 C -0.320 -0.589 0.958  -0.7664
11 C 0.396 -0.926 -0.379  0.4587
12 C -0.542 0.773 0.324  0.6078
13 H -1.352 2.049 1.854  0.2666
14 C 1.194 1.646 0.512  -0.8270
15 H -1.486 2.693 0.124  0.2732
16 H 1.393 -0.497 -0.301  0.3032
17 H 1.030 -2.957 -0.233  0.3639
18 C 0.430 -2.332 -0.902  -1.5502
19 H -0.072 0.811 -1.831  0.3282

Calculated values
LUMO = 0.6 eV
orbital gap = 8.53 eV
energy above the lowest of the compared OMol25 structures with the same formula, charge and spin = 109.5 kcal/mol
HOMO = -7.9068 eV


no.,calculated total energy (eV),largest force on an atom (eV/Å)
1,-7452.04976,0.2
2,-7451.84658,2.1
3,-7447.61420,0.4
4,-7452.17624,0.5
5,-7451.18836,3.4
6,-7450.00376,4.2
7,-7452.86146,0.7
8,-7448.68234,2.7